Entry from OMol25: C6H9BrNS as an isolated structure at a distorted geometry (the ωB97M-V functional and the def2-TZVPD basis).

```
18
Properties=species:S:1:pos:R:3:forces:R:3
C -3.19853 0.66051 -0.52084 2.5 0.5 -1.9
C -2.29606 0.20712 0.44635 0.5 1.1 -1.3
C -2.58581 1.05543 -1.70930 -0.9 -0.9 1.7
C -1.03299 0.36098 0.00591 4.3 -2.6 2.2
C 2.91746 -0.82677 0.27161 4.1 -2.5 1.0
C 0.57443 -0.39773 0.88249 -3.0 4.3 -0.8
N 1.69863 -0.19936 -0.06883 -1.9 1.2 0.0
S -0.95151 0.83981 -1.59446 2.1 0.1 -0.6
Br 1.01593 0.48939 2.52594 -0.3 -0.1 -0.2
H -4.16319 0.78030 -0.24921 -3.2 0.3 0.2
H -2.61907 0.04950 1.40330 -0.5 -0.9 2.3
H -2.87198 1.43423 -2.64364 -1.1 0.5 -0.8
H 3.74530 -0.91598 -0.44561 -0.8 1.1 -0.8
H 3.45375 -0.48939 1.15107 -0.7 0.9 0.3
H 2.87684 -1.89323 0.49212 -1.3 -0.1 0.0
H 0.39570 -1.38630 1.09047 -0.4 -2.3 0.1
H 1.75200 0.84215 -0.14101 0.3 -0.8 -0.5
H 1.28912 -0.61066 -0.89636 0.3 0.2 -1.1
```
Forces are in eV/Å.

Values from the calculation:
HOMO level in eV: -12.87
Total energy in Eh: -3260.6175
Relative energy (zero: lowest compared OMol25 entry of this formula, charge and spin) in kcal per mole: 38.5
F_max in eV/A: 5.48
Lowest unoccupied orbital energy in hartree: -0.1267
Total charge: +1
Spin multiplicity: 1

Entry from OMol25: C42H72BrIrN2O8P2SbSi3 as an isolated structure (the ωB97M-V functional and the def2-TZVPD basis).

```
132
Properties=species:S:1:pos:R:3:forces:R:3
Ir -0.01762 -0.56125 -0.39383 0.1 -0.4 -0.4
C 0.07356 -3.85634 3.99378 0.0 0.0 0.0
C -0.15142 -2.50456 4.63318 0.0 0.0 0.0
C -0.47400 -2.57342 6.10732 0.0 0.0 0.0
O -1.30718 -1.88050 3.97441 0.1 0.0 0.0
P -1.06562 -0.79291 2.85938 -0.1 0.0 0.2
O -0.00516 -1.16644 1.88095 -0.1 -0.1 -0.1
C -2.70177 -0.64257 2.14083 0.0 0.1 0.0
P -2.87539 -1.75242 0.74206 0.1 -0.1 0.0
O -1.95921 -1.35399 -0.37204 -0.1 0.2 0.0
O -2.52544 -3.19600 1.21900 0.0 0.1 0.0
C -3.35685 -4.21789 1.86667 0.0 0.0 0.0
C -4.15203 -3.64699 3.02180 0.0 0.0 0.0
C -4.20544 -4.91284 0.82437 0.0 0.0 0.0
O -4.37906 -1.78682 0.34150 0.0 0.0 0.0
C -5.06608 -0.84776 -0.56885 0.0 0.0 0.0
C -6.21860 -1.62330 -1.15823 0.0 0.0 0.0
C -5.48510 0.38187 0.20348 0.0 0.0 0.0
O -0.67771 0.54634 3.56444 -0.3 -0.4 0.2
C -1.37411 1.17375 4.69082 -0.1 0.0 0.1
C -0.28921 1.72391 5.58909 0.0 0.1 0.0
C -2.29892 2.24722 4.15870 0.0 0.0 0.0
H 0.94393 -4.33879 4.43956 0.0 0.0 0.0
H 0.23722 -3.75097 2.92175 0.0 0.0 0.0
H -0.79490 -4.49634 4.15845 0.0 0.0 0.0
H 0.71520 -1.85803 4.46734 0.0 0.0 0.0
H -1.35938 -3.18865 6.27237 0.0 0.0 0.0
H -0.65676 -1.57960 6.51566 0.0 0.0 0.0
H 0.36089 -3.01898 6.64828 0.0 0.0 0.0
H -2.80120 0.37355 1.75121 0.0 0.0 0.0
H -3.46979 -0.84009 2.88919 0.0 0.0 0.0
H -2.60527 -4.90787 2.24957 0.0 0.0 0.0
H -4.91114 -2.94733 2.66875 0.0 0.0 0.0
H -3.49703 -3.15425 3.74078 0.0 0.0 0.0
H -4.66492 -4.46187 3.53305 0.0 0.0 0.0
H -4.98910 -4.25265 0.45495 0.0 0.0 0.0
H -4.67354 -5.79099 1.27023 0.0 0.0 0.0
H -3.59109 -5.23989 -0.01368 0.0 0.0 0.0
H -4.34568 -0.59090 -1.34248 0.0 0.0 0.0
H -6.90965 -1.94045 -0.37582 0.0 0.0 0.0
H -5.85929 -2.50087 -1.69439 0.0 0.0 0.0
H -6.76180 -0.98941 -1.85927 0.0 0.0 0.0
H -6.10530 0.10508 1.05769 0.0 0.0 0.0
H -6.06943 1.03185 -0.44819 0.0 0.0 0.0
H -4.62669 0.96132 0.54559 0.0 0.0 0.0
H -1.93694 0.39060 5.20714 0.0 0.0 0.0
H 0.30489 2.45808 5.04220 -0.1 -0.1 0.2
H 0.37202 0.93014 5.93748 0.0 0.0 0.0
H -0.73519 2.21058 6.45629 0.0 0.0 0.0
H -1.74091 2.95473 3.54435 -0.1 0.0 0.1
H -2.74560 2.78754 4.99364 0.0 0.0 0.0
H -3.10758 1.83428 3.55583 0.0 0.0 0.0
C 1.34387 1.39618 -4.92896 0.0 -0.1 0.1
Sb 0.84883 1.64687 -2.85352 -0.1 0.2 -0.1
C -0.19956 -0.19618 -2.43725 -0.1 0.0 0.2
C 0.27256 -1.50051 -2.93671 0.0 0.0 -0.1
C 0.59812 -2.44188 -1.95521 0.0 0.3 -0.1
C 0.98949 -3.71902 -2.29549 0.0 0.0 0.1
C 1.03087 -4.03300 -3.64702 0.0 0.0 0.0
C 0.66047 -3.05793 -4.56099 0.1 0.0 0.0
N 0.28780 -1.82196 -4.23073 0.1 0.0 0.0
Si -1.98628 0.08299 -3.10852 -0.1 0.0 0.0
C -2.90672 1.33833 -2.07056 0.0 0.0 0.0
C -2.00536 0.79061 -4.84586 0.0 0.0 0.0
C -2.88107 -1.56300 -3.29560 0.0 0.0 0.0
C 2.89430 1.45977 -2.02002 0.0 -0.1 0.0
C 2.94234 0.82564 -0.67117 -0.1 -0.1 0.0
C 4.01859 1.13854 0.17790 -0.1 0.0 0.0
C 4.37655 0.34933 1.24016 0.0 0.0 0.1
C 3.64876 -0.80981 1.47180 0.0 0.0 0.0
C 2.52158 -1.00225 0.71795 0.0 0.0 0.0
N 2.09592 -0.17636 -0.27307 -0.1 0.2 0.4
Si 3.46377 3.31684 -2.02710 0.0 0.0 0.0
C 2.94794 4.18590 -3.60824 0.0 0.0 0.0
C 5.31809 3.63157 -1.88902 0.0 0.0 0.0
C 2.64064 4.21141 -0.61453 0.0 0.0 0.1
Si 4.21219 0.46063 -3.04610 0.0 0.0 0.0
C 3.64328 -1.24765 -3.52171 0.0 0.0 0.0
C 5.75807 0.15160 -2.02119 0.0 0.0 0.0
C 4.77647 1.33313 -4.60564 0.0 0.0 0.0
H 0.43161 1.52149 -5.50167 -0.1 0.0 0.0
H 1.75359 0.41137 -5.13659 0.0 0.0 0.0
H 2.04338 2.17203 -5.22336 0.0 0.0 0.0
H 0.51670 -2.26219 -0.84463 0.1 -0.3 0.2
H 1.24091 -4.45249 -1.54015 0.0 0.0 0.0
H 1.32524 -5.01646 -3.98392 0.0 0.0 0.0
H 0.66550 -3.28205 -5.62224 0.0 0.0 0.0
H -2.43682 2.32000 -2.16635 0.0 0.0 0.0
H -2.94223 1.12371 -1.00518 0.0 0.0 -0.1
H -3.92477 1.43104 -2.46347 0.0 0.0 0.0
H -1.71329 1.84102 -4.89405 0.0 0.0 0.0
H -3.04233 0.73133 -5.19063 0.0 0.0 0.0
H -1.39504 0.20746 -5.53484 0.0 0.0 0.0
H -2.75432 -2.23806 -2.45132 0.0 0.0 0.0
H -2.51623 -2.06798 -4.19239 0.0 0.0 0.0
H -3.94973 -1.38333 -3.44595 0.0 0.0 0.0
H 4.61995 1.99793 -0.06204 0.0 0.0 0.0
H 5.23100 0.60968 1.85206 0.0 0.0 0.0
H 3.91163 -1.52158 2.24055 0.0 0.0 0.0
H 1.87987 -1.84001 0.94089 0.0 0.0 0.0
H 3.40535 3.77903 -4.50845 0.0 0.0 0.0
H 3.29937 5.21637 -3.50343 0.0 0.0 0.0
H 1.86817 4.23542 -3.75553 0.0 0.0 0.0
H 5.92625 3.10091 -2.61966 0.0 0.0 0.0
H 5.74057 3.44367 -0.90137 0.0 0.0 0.0
H 5.44712 4.70104 -2.08075 0.0 0.0 0.0
H 1.56099 4.06207 -0.62251 -0.1 0.0 0.0
H 2.82810 5.28313 -0.72188 0.0 0.0 0.0
H 3.01798 3.90537 0.36234 0.0 0.0 0.1
H 3.25750 -1.80747 -2.66883 0.0 0.0 0.0
H 4.51527 -1.78661 -3.90312 0.0 0.0 0.0
H 2.88733 -1.24377 -4.30181 -0.1 0.0 0.0
H 5.58574 -0.60697 -1.25539 0.0 0.0 0.0
H 6.18815 1.02995 -1.54260 0.0 0.0 0.0
H 6.50982 -0.24835 -2.70787 0.0 0.0 0.0
H 3.99495 1.43234 -5.35375 0.0 0.0 0.0
H 5.55516 0.69511 -5.03431 0.0 0.0 0.0
H 5.22262 2.31183 -4.43866 0.0 0.0 0.0
Br 3.12968 4.36898 4.89584 0.0 0.0 0.0
C 1.91272 3.69999 3.61250 0.1 0.1 -0.1
C 0.96004 4.54726 3.06368 0.1 0.0 0.0
C 0.07998 4.04173 2.12531 0.1 0.0 -0.1
C 0.14821 2.70724 1.72279 0.2 0.2 -0.2
C 1.10949 1.88016 2.28294 0.3 0.1 -0.2
C 1.99280 2.37212 3.23391 0.1 0.0 -0.2
C -0.96809 2.21165 0.85182 -0.4 -0.2 0.3
O -1.97300 2.88880 0.74963 0.0 0.2 -0.1
O -1.00936 0.97170 0.40314 0.5 0.2 -0.2
H 0.90951 5.58272 3.37001 0.0 0.0 0.0
H -0.69096 4.67099 1.70204 0.0 0.0 0.0
H 1.14192 0.83170 2.02954 0.1 0.1 -0.1
H 2.72689 1.72221 3.68976 0.0 0.0 0.0
```
Forces are in eV/Å.

Values from the calculation:
HOMO level in eV: -10.01
Total energy in Eh: -6824.9333
Relative energy (zero: lowest compared OMol25 entry of this formula, charge and spin) in kcal per mole: 45.7
F_max in eV/A: 0.60
Lowest unoccupied orbital energy in hartree: -0.0901
Total charge: +1
Spin multiplicity: 1

Entry from OMol25: an isolated ion of composition C5H9N2 and charge +1 at a distorted geometry (the ωB97M-V functional and the def2-TZVPD basis).

```
16
Properties=species:S:1:pos:R:3:forces:R:3
C 0.24746 -0.79491 0.29620 -1.8 1.1 2.3
C 2.02855 0.44890 -0.05393 0.7 2.3 -0.7
C -0.19861 0.64136 0.06075 1.5 -3.0 -1.3
C -0.34038 -2.12614 -0.26857 2.1 2.8 -2.4
C -1.43395 1.31096 -0.00079 -2.0 1.0 2.7
N 1.63463 -0.67608 0.14678 0.8 -5.6 1.5
N 0.91938 1.27589 -0.14088 -1.7 0.8 0.4
H -0.09128 -0.72210 1.44897 1.2 -0.5 -1.6
H 3.03992 0.76233 -0.16422 0.5 0.5 -0.2
H -1.25214 -2.32474 0.19201 -1.7 -0.5 0.3
H 0.42285 -2.85953 -0.01706 -0.2 -0.1 -0.2
H -0.35428 -1.87539 -1.40694 -0.4 -1.3 1.9
H -1.79900 1.56665 1.03016 0.5 -0.3 -0.4
H -2.31793 0.90060 -0.39149 -0.7 -1.4 -1.0
H -1.31309 2.24579 -0.42537 0.2 2.0 -1.1
H 0.80787 2.22641 -0.30561 0.8 2.3 -0.4
```
Forces are in eV/Å.

Values from the calculation:
HOMO level in eV: -15.23
SMILES: CC1=[NH+]C=N[C@@H]1C
Total energy in Eh: -305.1216
Relative energy (zero: lowest compared OMol25 entry of this formula, charge and spin) in kcal per mole: 68.0
F_max in eV/A: 5.87
Lowest unoccupied orbital energy in hartree: -0.1793
Total charge: +1
Spin multiplicity: 1

Entry from OMol25: an isolated molecule of C7H11NO2S2 at a distorted geometry (the ωB97M-V functional and the def2-TZVPD basis).

```
23
Properties=species:S:1:pos:R:3:forces:R:3
C 0.39919 1.05353 -0.26959 -4.0 -2.5 0.5
C -0.26444 -0.15913 0.01484 5.8 0.2 -1.4
C -2.05551 1.02941 0.36832 -1.1 2.0 0.5
C 2.21284 2.66513 -0.79891 0.6 0.3 -1.3
C -2.22364 -2.16602 1.82807 -0.3 0.9 -0.8
C 1.70293 1.21252 -0.85458 2.2 0.8 -1.9
C -2.31382 -1.45353 0.42236 0.9 0.4 0.4
N -1.52434 -0.17521 0.35519 -2.8 -1.4 0.9
O -0.43368 3.06088 1.19883 0.2 1.2 1.9
O 0.28230 -1.46540 0.00005 -1.7 2.3 0.0
S -3.56832 1.43153 0.74450 -0.5 0.3 0.1
S -0.81229 2.39494 -0.01890 0.3 -2.5 -1.8
H 2.39664 3.04496 0.21176 -0.7 -0.1 -0.1
H 1.44342 3.20774 -1.38306 0.7 0.6 0.6
H 3.22188 2.79813 -1.29852 -1.3 -0.4 0.2
H -1.66234 -3.08000 1.82956 0.6 -0.2 0.0
H -1.89373 -1.46339 2.60132 0.4 -0.2 -0.3
H -3.22626 -2.41067 2.14991 -0.4 -0.2 -0.1
H 2.38649 0.72090 -0.23468 1.3 -1.5 0.8
H 1.88515 0.82739 -1.93659 -0.7 0.5 1.6
H -1.87520 -1.96189 -0.50095 -1.4 -0.1 1.5
H -3.34953 -1.09815 0.38964 0.3 -0.3 -0.9
H 1.19547 -1.32012 -0.15906 1.6 -0.1 -0.3
```
Forces are in eV/Å.

Values from the calculation:
HOMO level in eV: -8.31
Total energy in Eh: -1274.8404
Relative energy (zero: lowest compared OMol25 entry of this formula, charge and spin) in kcal per mole: 75.9
F_max in eV/A: 5.98
Lowest unoccupied orbital energy in hartree: -0.0139
Spin multiplicity: 1

Entry from OMol25: C7H5LiO3Rh as an isolated structure at a distorted geometry (the ωB97M-V functional and the def2-TZVPD basis).

```
17
Properties=species:S:1:pos:R:3:forces:R:3
O -4.16506 0.12499 0.21463 2.9 -0.4 0.2
C -2.98209 0.05030 0.27453 -4.4 0.3 -0.3
C -1.70524 0.17185 0.34143 2.8 1.5 -0.5
C -0.57711 -0.65559 0.59479 0.3 -1.4 0.0
C 0.45268 -0.15710 1.58905 -0.3 -0.3 1.7
O 0.99691 -0.95582 2.40957 -0.1 0.8 -1.2
Rh -1.41592 2.55727 -0.18314 -0.3 -1.5 0.3
H -0.80923 -1.72268 0.75363 0.2 0.4 -0.1
H 0.31167 0.90172 1.88787 0.5 -0.2 -0.5
C 0.81288 1.27583 -1.75013 0.3 -0.7 -0.8
C 1.17022 0.00691 -1.51868 -1.2 0.9 0.3
C 1.03094 -0.71998 -0.24352 -0.6 0.7 -1.0
O 1.79479 -1.66877 -0.05709 -0.4 -0.8 1.1
Li 2.22531 -2.19061 1.73301 -0.2 0.1 -0.1
H 0.28864 1.86201 -0.99661 0.5 0.3 0.3
H 1.04498 1.74088 -2.70972 -0.4 0.0 0.4
H 1.52563 -0.62121 -2.33961 0.4 0.3 0.4
```
Forces are in eV/Å.

Values from the calculation:
HOMO level (spin up / spin down) in eV: -10.79 / -13.22
Total energy in Eh: -613.0671
F_max in eV/A: 4.38
Lowest unoccupied orbital energy (spin up / spin down) in hartree: -0.1821 / -0.2288
Total charge: +1
Spin multiplicity: 5

Among the records above, which one has the highest total energy? C5H9N2